[1]
{
  "formula": "C2H5NO2S",
  "method": "ωB97M-V/def2-TZVPD",
  "total_charge": 0,
  "lumo_energy_ha": 0.0054,
  "gap_ha": 0.3698,
  "e_above_lowest_kj_mol": 228.9,
  "spin_multiplicity": 1,
  "homo_ev": -9.92,
  "e_tot_ev": -18573.197,
  "species": ["C", "C", "N", "O", "O", "S", "H", "H", "H", "H", "H"],
  "coordinates": [[-0.628790, -0.826279, 1.096624], [-0.867156, 0.521483, -0.823110], [-0.160260, -0.329559, 0.032047], [2.628330, -0.017626, -1.278945], [1.908406, 0.728856, 0.796675], [1.987597, -0.440876, -0.017429], [-1.628064, -0.723331, 1.627929], [0.186156, -1.226678, 1.761033], [-2.022460, 0.477352, -0.661266], [-0.646023, 1.556412, -0.672152], [-0.757735, 0.280249, -1.861404]],
  "forces_ev_per_angstrom": [[1.2, 0.3, 1.5], [-4.0, 0.3, -0.6], [-1.3, -1.1, 0.8], [-1.3, -1.8, 0.8], [0.2, 0.7, 2.1], [2.3, 1.5, -2.3], [0.9, 0.1, -1.4], [-1.0, -0.3, -0.6], [1.8, -0.1, 0.0], [0.7, 0.6, 0.2], [0.6, -0.2, -0.5]]
}



[2]
{
  "formula": "C35H33N7S5SbSc",
  "method": "ωB97M-V/def2-TZVPD",
  "total_charge": -2,
  "lumo_energy_ha": 0.1426,
  "gap_ha": 0.1771,
  "e_above_lowest_kj_mol": 1.0,
  "spin_multiplicity": 1,
  "homo_ev": -0.94,
  "e_tot_ev": -128683.879,
  "species": ["Sc", "N", "C", "S", "N", "N", "C", "C", "C", "C", "C", "C", "C", "C", "C", "C", "C", "C", "N", "H", "H", "H", "H", "H", "H", "H", "H", "H", "H", "H", "C", "C", "C", "C", "C", "C", "C", "N", "C", "N", "C", "C", "C", "C", "C", "C", "C", "N", "C", "C", "C", "C", "C", "C", "C", "H", "H", "H", "H", "H", "H", "H", "H", "H", "H", "H", "H", "H", "H", "H", "H", "H", "H", "H", "H", "H", "H", "S", "Sb", "S", "S", "S"],
  "coordinates": [[0.853847, 0.722621, 0.078920], [-3.211590, 3.036795, 1.231648], [-2.008556, 2.351010, 1.189871], [-1.928790, 0.946369, 0.215287], [-1.075958, 2.862960, 1.947553], [0.086195, 2.152029, 1.944093], [1.036399, 2.654780, 2.641400], [0.963223, 3.983582, 3.305026], [1.666152, 5.036304, 2.728427], [1.644097, 6.286691, 3.333246], [0.933958, 6.487003, 4.509716], [0.236092, 5.431863, 5.085505], [0.249674, 4.182272, 4.482605], [2.285234, 1.883966, 2.736015], [3.221558, 2.158996, 3.727423], [4.339069, 1.352334, 3.824766], [4.484250, 0.303841, 2.933098], [3.516903, 0.119996, 1.961773], [2.437233, 0.889429, 1.861603], [-3.755692, 2.924614, 0.392775], [-3.093874, 3.992698, 1.536475], [2.234939, 4.854550, 1.819397], [2.193095, 7.104217, 2.882243], [0.922654, 7.464799, 4.978135], [-0.325632, 5.584360, 6.000131], [-0.306435, 3.357501, 4.911571], [3.069465, 3.002212, 4.385575], [5.096415, 1.551088, 4.573620], [5.346119, -0.348639, 2.958775], [3.612807, -0.646123, 1.204889], [-3.501278, -1.956491, -1.227210], [-3.245574, -3.189622, -2.042551], [-4.166410, -4.234657, -2.061620], [-3.974274, -5.369860, -2.835706], [-2.835812, -5.483168, -3.618695], [-1.893389, -4.466364, -3.597771], [-2.084556, -3.327397, -2.820338], [-1.090089, -2.318079, -2.863572], [-0.474864, -1.763591, -1.742183], [-0.445444, -2.635585, -0.699626], [-0.221915, -2.459194, 0.695399], [0.305821, -1.279339, 1.222866], [0.397437, -1.274592, 2.624832], [0.026534, -2.341233, 3.431643], [-0.462207, -3.498815, 2.845958], [-0.599517, -3.574948, 1.468935], [-1.148960, -4.834292, 0.843119], [0.054507, -0.588891, -1.762817], [0.026182, 0.080888, -3.028950], [-0.848252, 1.144067, -3.220424], [-0.885430, 1.815511, -4.432333], [-0.055066, 1.420311, -5.467938], [0.807335, 0.351309, -5.279715], [0.870946, -0.335620, -4.069406], [1.832123, -1.479457, -3.900740], [-4.564277, -1.853767, -1.009228], [-3.166864, -1.054503, -1.740630], [-2.965692, -1.977512, -0.275100], [-5.065385, -4.139319, -1.462756], [-4.715844, -6.159549, -2.830410], [-2.672286, -6.361671, -4.230424], [-0.981644, -4.539353, -4.177910], [-1.040630, -1.745103, -3.693460], [-0.822374, -3.533691, -0.943967], [0.771154, -0.386313, 3.121150], [0.118638, -2.273295, 4.510995], [-0.750342, -4.351095, 3.454531], [-1.366611, -5.573735, 1.614428], [-0.439776, -5.293050, 0.144119], [-2.078821, -4.657692, 0.289970], [-1.465327, 1.459544, -2.390431], [-1.543647, 2.667561, -4.548964], [-0.060254, 1.954330, -6.410951], [1.475514, 0.049253, -6.079399], [2.432474, -1.600556, -4.803707], [1.317202, -2.425336, -3.706584], [2.493925, -1.273981, -3.057060], [4.390971, 3.479847, 0.535672], [4.057804, 2.536352, -1.560050], [3.023043, 0.367977, -1.212007], [0.544459, 3.091120, -0.954540], [1.963890, 3.508518, -2.425992]],
  "forces_ev_per_angstrom": [[-0.1, -0.2, -0.1], [0.0, 0.0, 0.0], [-0.1, -0.1, 0.0], [0.0, -0.1, 0.0], [0.0, 0.1, 0.0], [0.0, -0.1, 0.0], [0.0, 0.1, 0.0], [0.0, 0.0, 0.1], [0.0, 0.0, 0.0], [0.0, 0.0, 0.0], [0.0, 0.0, 0.0], [0.0, 0.0, 0.0], [0.0, 0.0, 0.0], [0.0, 0.1, 0.0], [0.1, -0.1, 0.0], [-0.1, 0.0, 0.0], [0.0, 0.0, 0.0], [0.0, 0.0, -0.1], [0.0, 0.0, 0.0], [0.0, 0.0, 0.0], [0.0, 0.0, 0.0], [0.0, 0.0, 0.0], [0.0, 0.0, 0.0], [0.0, 0.0, 0.0], [0.0, 0.0, 0.0], [0.0, 0.0, 0.0], [0.0, 0.0, 0.0], [0.0, 0.0, 0.0], [0.0, 0.0, 0.0], [0.0, 0.0, 0.0], [0.0, 0.0, 0.0], [0.0, 0.0, 0.0], [0.0, 0.0, 0.0], [0.0, 0.0, 0.0], [0.0, 0.0, 0.0], [0.0, 0.0, 0.0], [0.0, 0.0, 0.0], [-0.1, 0.0, 0.0], [0.0, -0.1, 0.0], [0.0, 0.0, 0.0], [0.0, 0.0, 0.0], [0.1, 0.1, -0.1], [0.0, -0.1, 0.0], [0.0, 0.0, 0.0], [0.0, 0.0, 0.0], [0.0, 0.0, 0.0], [0.0, 0.0, 0.0], [0.0, 0.1, 0.1], [0.0, 0.0, 0.0], [0.0, 0.0, 0.0], [0.0, 0.0, 0.0], [0.0, 0.0, 0.0], [0.0, 0.0, 0.0], [0.0, 0.0, -0.1], [0.0, 0.0, 0.0], [0.0, 0.0, 0.0], [0.0, 0.0, 0.0], [0.0, 0.0, 0.0], [0.0, 0.0, 0.0], [0.0, 0.0, 0.0], [0.0, 0.0, 0.0], [0.0, 0.0, 0.0], [0.0, 0.0, 0.0], [0.0, 0.0, 0.0], [0.0, 0.0, 0.0], [0.0, 0.0, 0.0], [0.0, 0.0, 0.0], [0.0, 0.0, 0.0], [0.0, 0.0, 0.0], [0.0, 0.0, 0.0], [0.0, 0.0, 0.0], [0.0, 0.0, 0.0], [0.0, 0.0, 0.0], [0.0, 0.0, 0.0], [0.0, 0.0, 0.0], [0.0, 0.0, 0.0], [0.0, 0.0, 0.0], [0.0, 0.0, 0.0], [0.1, 0.0, 0.0], [0.0, -0.1, 0.1], [0.1, 0.1, 0.0], [-0.1, 0.0, 0.1]]
}